The following is a quantum chemistry calculation of C3H31O13Y as an isolated structure at a distorted geometry, from the OMol25 dataset.

Results
HOMO level, eV: -14.51
Net charge: +2
HOMO-LUMO gap, eV: 5.71
Relative energy (zero: lowest compared OMol25 entry of this formula, charge and spin), kJ/mol: 115.9
E, a.u.: -1148.8154
E_LUMO, eV: -8.81

The geometry in XYZ format:
```
48
C3H31O13Y | the OMol25 dataset | ωB97M-V/def2-TZVPD
O -0.0676 -1.0463 4.4201
H -2.7011 2.3398 1.3666
H 3.3873 4.2257 -0.0842
O 3.1975 -1.7461 -0.8860
H 1.6552 -1.0156 1.6666
H 3.4663 -0.8360 -0.7332
O 2.4413 2.2036 2.1236
H -1.0530 0.8387 -3.5354
O 2.7426 4.6580 0.4894
H -0.3394 -0.5256 -3.5297
H -2.5149 3.4547 -3.3792
O 2.2552 -0.8722 2.4273
H 3.6939 -2.0130 -1.6696
H -0.2149 -2.7906 -2.7956
O -4.0706 -2.5336 0.5672
C 0.6635 1.5642 -0.3215
H 1.5671 0.9887 -0.5707
H -0.4660 -0.5907 -1.2773
H -1.6507 -1.1307 2.2891
Y 1.3038 0.8670 3.7086
H -4.2136 -2.7014 -0.3705
H 2.5635 -1.7582 2.6794
H -1.2540 1.1827 0.3613
H 3.1608 5.4981 0.7195
C -0.3041 0.6510 0.4621
H -2.6603 -2.2754 2.2528
C -0.4473 -0.7090 -0.1902
H 0.2935 -1.4639 0.0833
H 0.1377 -1.7936 5.0020
H 3.1573 1.9493 1.5226
H -1.0298 3.1697 -3.5852
H 2.2511 3.1442 1.8959
O 0.9866 -4.1233 -1.9429
H -3.3362 1.9809 0.0194
O -1.9006 2.7603 -3.6419
O -0.1876 0.4270 -3.6633
O -2.2451 -1.6396 2.8556
H 1.6984 -4.1088 -2.5951
O -0.6260 -2.4023 -3.5851
H -1.4349 -1.1379 -0.0012
H -1.4225 -2.9213 -3.7382
H -0.8839 -1.3292 3.9211
H 0.2421 1.8971 -1.2658
O -0.1087 0.4327 1.8547
H -4.8132 -1.9771 0.8311
H 1.0881 2.4126 0.2187
O -3.4001 2.5986 0.7562
H 1.3935 -3.8035 -1.1322
```

=====

The following is a quantum chemistry calculation of C3H32O13 as an isolated structure at a distorted geometry, from the OMol25 dataset.

Results
HOMO level, eV: -10.01
HOMO-LUMO gap, eV: 9.77
Relative energy (zero: lowest compared OMol25 entry of this formula, charge and spin), kJ/mol: 1912.8
E, a.u.: -1110.9562
E_LUMO, eV: -0.24

The geometry in XYZ format:
```
48
C3H32O13 | the OMol25 dataset | ωB97M-V/def2-TZVPD
H -1.2974 -3.3925 -0.8998
O 0.7337 3.4013 1.4935
C 0.5098 -0.0556 -0.2553
H -0.2484 -2.3112 -1.0491
O -2.0688 1.7003 2.3345
O 1.2693 -1.4266 -2.3748
H -1.2053 -0.3398 0.0040
O -0.3783 -3.1989 -0.7155
H -0.7980 -0.8684 -1.7154
H -1.8211 -1.3101 2.1799
H -1.4659 0.9573 -1.4411
H 0.7153 1.1516 1.4308
O -0.0590 -1.2877 -0.6561
H 0.7052 -0.8913 -2.9329
H 0.0786 -0.4545 1.8390
H -1.2769 1.6027 -2.7974
H 2.8317 1.4454 -0.4968
H 2.8071 0.8055 -2.6936
H -2.5696 2.0103 1.5799
H 0.8183 -1.4512 -1.5309
H 3.2018 2.9133 -0.4925
H -0.0593 -1.8717 1.5139
O -0.9330 -1.6671 2.1898
H 2.2579 -0.5804 -2.4300
O -1.9247 1.1479 -2.2592
H -0.5749 0.5052 2.8198
H 1.3048 2.6334 1.5134
O -0.7458 0.4033 3.7561
C 0.4817 0.9399 -1.3317
O 0.5550 -2.2732 0.8949
H -0.5229 1.3572 -1.4005
H 0.1915 -3.1060 0.5852
H -1.9717 0.7594 2.1879
H 1.1415 1.7822 -1.1235
O -2.1197 -0.4248 0.2740
H 0.6605 -1.6094 0.2094
H 0.8360 3.7990 2.3582
H -0.8916 -2.1853 2.9936
O -1.4420 -1.2556 -2.3083
O 3.1987 2.1318 0.0602
H -1.8938 -0.5054 -2.6950
H -2.3227 -1.3514 0.1458
H -0.0433 0.8938 4.1831
H -1.0457 0.7124 1.1780
C -0.0065 0.3850 1.1489
H 1.5755 -0.1560 -0.0494
H 0.8755 0.6517 -2.3063
O 2.9373 -0.1157 -2.9186
```

=====

The following is a quantum chemistry calculation of a 13-piece molecular cluster, C3H33N2O13S2 overall at a distorted geometry, from the OMol25 dataset.

Results
HOMO level, eV: -11.98
Net charge: +1
HOMO-LUMO gap, eV: 9.40
Relative energy (zero: lowest compared OMol25 entry of this formula, charge and spin), kJ/mol: 442.0
E, a.u.: -2017.7716
E_LUMO, eV: -2.59

The geometry in XYZ format:
```
53
C3H33N2O13S2 | the OMol25 dataset | ωB97M-V/def2-TZVPD
O 1.5109 2.3570 -1.4286
H -0.5359 0.0145 4.0991
H -2.9190 2.7905 2.1738
O -2.4856 -3.7026 -0.9499
H 5.1305 1.8003 -0.1128
H 1.4794 -2.1242 1.8934
H -0.0069 0.2185 -0.0962
O -1.5391 -1.8146 3.7552
H -4.4275 1.1614 -3.7070
H 0.6406 0.5828 3.1035
H 2.9030 -2.1137 -1.3481
O 3.0612 4.4060 -0.8934
H -1.0717 -1.0293 1.5879
H 3.3062 0.3536 -0.6301
H -3.8837 -3.0535 1.2214
H 3.1350 3.9890 -0.0208
H 1.5857 -1.0232 -2.6683
H -0.9910 -2.6077 3.8501
O -3.7862 -2.2235 0.9367
H -0.2883 -2.1413 0.6282
H 2.2730 2.7272 -1.6137
H 2.2111 -1.5086 0.5976
O 4.1759 1.8995 -0.2508
H 2.1281 3.0985 2.8056
H -4.7514 2.1438 -2.5255
H -4.5006 -2.0772 0.3628
O 1.9501 3.0474 1.7759
O 2.8947 -2.6546 -0.5998
O 3.1767 0.0042 -1.5428
S -3.0523 2.8050 0.8996
H -1.9630 -1.9922 0.3989
O -0.2457 0.5708 3.2741
N -1.1544 -1.4435 0.6441
O 1.6238 -1.3823 1.4116
H -3.2936 -3.5123 -1.4447
H -2.8564 0.1724 -0.5295
H -2.1912 0.5244 -2.0548
H 3.8583 0.3239 -2.1978
H 3.5575 2.1085 0.5141
O -4.6727 1.1494 -2.7565
H 3.6210 3.8102 -1.4040
C -0.8645 -0.4862 -0.5285
H 0.8312 2.9734 -0.9477
H 0.7094 0.3934 -1.9690
C -1.9809 0.4412 -0.9849
H -2.3529 -1.8968 4.0520
O -0.3269 -2.5777 -1.5958
N 0.6663 -0.6331 -2.2808
H 2.6171 -3.4869 -1.0112
H -1.9587 -3.8218 -1.7561
S -1.7060 2.1329 -0.3473
C -0.2117 -1.3915 -1.5212
H 0.9713 2.6983 1.7318
```

=====

The following is a quantum chemistry calculation of a 14-piece molecular cluster, C3H33N2O14S overall at a distorted geometry, from the OMol25 dataset.

Results
HOMO level, eV: -6.24
Net charge: -1
HOMO-LUMO gap, eV: 8.68
E, a.u.: -1695.1804
E_LUMO, eV: 2.44

The geometry in XYZ format:
```
53
C3H33N2O14S | the OMol25 dataset | ωB97M-V/def2-TZVPD
H 1.4859 -0.6131 -3.7825
H 1.2911 -3.9234 1.2340
O 3.0278 -2.2408 -0.6768
O -1.4177 3.2993 -3.6808
H -1.5914 -2.5450 -0.0136
O -1.9696 2.5108 1.1051
O 3.3048 1.1599 0.9772
H 1.4558 -3.4064 -2.5645
H -4.3147 -2.2127 -0.7662
H 2.3415 1.2100 0.9588
H 0.6395 -2.2132 -3.0024
H 0.8198 3.2982 0.5426
O 0.7031 1.2818 -3.8777
H 0.9905 3.3972 -2.0886
H -1.2901 3.0361 -2.7502
H -0.4327 -1.3190 -0.7013
H 2.6863 0.5944 -0.4368
N 0.8136 -3.1778 1.0076
H 2.8854 -0.7167 3.5620
C -0.7352 -1.2385 1.5579
O 2.0371 -1.2006 -3.3703
H -2.5955 2.3297 3.9468
H -1.9938 3.1114 0.3665
N -0.1094 -0.0207 1.9628
O 0.6588 -3.0036 -2.3305
H 0.1283 1.1499 -3.0510
H -1.7914 0.7238 -0.1953
H -4.9854 -1.1684 0.1456
O 0.2364 2.8841 -1.7914
H -0.8823 0.5886 2.3771
H 2.6304 -1.4210 -0.3548
O 0.4804 2.3546 0.5310
C -1.1661 -1.4707 0.1403
H 0.7967 -2.8156 0.0157
H 1.4974 1.0239 -1.4544
O -4.9905 -2.0896 -0.0910
H -1.0565 2.4720 1.3224
H 0.4387 2.1517 -4.2105
O 2.9965 0.2023 3.5520
H 0.3252 2.7096 -0.7303
H 2.2037 -0.9716 -2.4972
H 1.9961 0.6136 3.4685
H -0.8722 3.9958 -3.8810
C 0.3368 -2.3697 1.9501
S -2.5148 -0.3553 -0.2149
O -2.8166 3.1986 3.7390
O 1.9780 0.3100 -1.0816
H -2.6053 3.1427 2.7833
H 3.4138 0.4802 1.6423
H 0.3760 0.6203 1.3419
H 3.2508 -2.0162 -1.5801
H -1.6284 -1.3110 2.2874
O 0.6566 -2.5978 3.0984
```

=====

The following is a quantum chemistry calculation of a 14-piece molecular cluster, C3H35NO13S overall at a distorted geometry, from the OMol25 dataset.

Results
HOMO level, eV: -8.47
HOMO-LUMO gap, eV: 8.39
E, a.u.: -1566.2795
E_LUMO, eV: -0.08

The geometry in XYZ format:
```
53
C3H35NO13S | the OMol25 dataset | ωB97M-V/def2-TZVPD
H 1.9666 -1.1518 -1.1307
O 1.1561 4.4446 0.6279
O 1.5989 -2.5765 2.1952
H 4.6369 -2.8535 1.2130
O 1.0353 -2.3317 -2.1238
H -0.6944 1.7344 1.5164
H -0.1513 -1.2151 -2.8006
H -3.3691 -0.4880 -1.1104
H 1.2977 1.8741 3.9265
H 0.7138 4.2583 -0.2250
H -1.9176 -0.9975 -1.0952
H 0.0357 4.3789 -2.0871
H 3.1295 -2.8409 1.1678
H 1.2860 -3.1803 1.5001
S 0.1612 1.2177 3.6433
H -0.9368 -0.9790 -4.0578
N 0.6615 0.3458 -0.4504
H -2.8285 -0.3124 0.9371
O 2.5111 2.9182 2.5790
H -0.5344 2.9805 -1.9311
H -1.4783 -3.0620 3.0463
H -1.9872 -4.8045 0.4592
H -3.5113 1.5914 -1.8654
O -2.7874 -1.1743 -0.7204
C 1.1923 0.8156 0.8460
O -0.4698 3.8407 -1.4857
H -0.1100 2.3243 -4.1166
C 1.7470 -0.1026 -1.3408
H 1.9794 -2.4875 -2.1874
O -4.1804 1.1207 -1.3547
H 3.2764 3.4489 2.8257
H 2.6688 0.4515 -1.1421
H -0.6649 0.9748 -3.4077
H 1.9003 0.0664 1.2068
H -0.5358 0.0154 1.7623
H 1.9061 3.4586 2.0371
H 0.1666 1.1532 -0.8107
H -3.1412 0.5643 2.2398
O -2.4774 -4.5449 -0.3285
H 1.0004 -1.7860 -1.3182
H 1.7653 1.7207 0.7410
H -2.1156 -3.6843 -0.5503
O -0.9323 -0.7098 -3.1292
O -0.4123 1.9202 -3.3076
H -3.8884 1.2349 -0.4326
O 3.8831 -3.0730 0.6479
H 1.2949 -0.0160 -2.3293
H 0.4632 4.6155 1.2729
H 1.0469 -2.7903 2.9589
O -2.9763 0.5895 1.2923
O -0.9837 -3.7567 2.5959
C 0.0148 0.9544 1.7961
H -1.4115 -4.0952 1.8048
```

=====

The following is a quantum chemistry calculation of a 15-piece molecular cluster, C3H35NO16 overall at a distorted geometry, from the OMol25 dataset.

Results
HOMO level, eV: -10.60
HOMO-LUMO gap, eV: 10.33
Relative energy (zero: lowest compared OMol25 entry of this formula, charge and spin), kJ/mol: 731.3
E, a.u.: -1393.7476
E_LUMO, eV: -0.26

The geometry in XYZ format:
```
55
C3H35NO16 | the OMol25 dataset | ωB97M-V/def2-TZVPD
O -3.4437 -1.3129 -1.7365
O 0.0056 -2.9322 2.3601
H 0.2360 4.5982 -1.0667
H 3.2819 2.6410 1.6377
O -3.8561 -0.4549 0.8242
H -0.7590 -4.0025 0.0583
H -2.6145 3.6945 0.7742
H 3.2811 4.0664 1.3627
H -0.1616 -1.4662 -4.0711
H -0.1394 -1.9316 2.6839
H 1.3080 -1.5564 -2.9458
O 3.4843 -2.9960 -2.6752
H -2.7791 -2.0641 -1.8302
H 0.6557 1.8826 2.1164
C 0.5117 -0.9574 -3.3380
H -0.1772 -4.6121 -1.3098
H 3.1062 -2.6818 -1.8184
H -0.6341 0.0188 -0.3134
H -0.3308 -0.3821 3.7202
H -0.4071 -0.2789 2.2162
O -0.3560 4.0252 -0.6211
H 3.0543 3.1284 -0.5306
H 0.0881 3.4156 -0.1707
H -1.9051 2.0376 0.6490
H 2.6963 -3.6062 -2.8184
O 2.9094 -4.0164 1.0498
C -0.3928 -0.2893 -2.3110
O 1.2484 1.5185 -0.6467
O 1.2118 2.1763 2.8364
O -2.9756 3.1489 0.1094
H -0.7414 -3.0528 1.7482
H -4.5189 -0.8640 0.0442
H 0.2745 1.7599 -0.4805
H -2.7743 -1.3197 2.0836
H -2.8869 -2.4089 3.1381
H 1.6306 -0.2151 0.3044
H 2.2638 -0.0069 -1.4484
O 0.2737 -0.3324 2.9022
O -2.3891 -1.6906 2.8879
H 1.0033 -0.1644 -4.0439
H 2.0850 3.3447 -1.7541
H -2.3148 3.3482 -0.6225
O -1.1417 1.5376 1.1451
H 2.1598 -3.6464 1.3828
H -3.0229 -0.2314 0.4008
H 1.0496 1.5098 3.4798
O -0.9412 -4.5041 -0.6818
C 1.3908 0.1748 -0.6789
O -1.4347 0.1954 -2.6223
H -1.6744 1.4710 1.9402
H -3.0691 -0.5019 -2.2803
H 3.2002 -3.2215 0.5198
O 2.4268 3.5686 -1.0419
O 3.7928 3.3236 1.1947
N -0.0059 -0.3298 -1.0090
```